i:
Formula: C27H31BrClN6O6RuTe4
Source: the Open Molecules 2025 dataset
Level of theory: ωB97M-V with the def2-TZVPD basis set

Computed properties:
LUMO level (spin up / spin down), eV: -0.92 / -1.70
Expectation value of S²: 0.95
Kohn-Sham gap (spin up / spin down), hartree: 0.20330 / 0.16875

Structure (ORCA input):
```
! wB97M-V def2-TZVPD RIJCOSX def2/J DEFGRID3
* xyz 0 2
H 4.283 -1.892 0.511
H 3.619 -3.961 -0.092
C 5.097 0.948 2.191
C -1.096 0.295 1.553
C -0.938 2.013 -4.912
H 5.592 0.716 1.251
H -1.289 3.059 -0.042
C 2.538 -3.946 -0.079
C 4.168 -0.190 2.628
Cl -0.381 -6.564 0.611
H -7.680 2.275 0.234
C 3.047 -0.465 1.556
N 0.893 0.699 1.086
C 3.647 -1.047 0.254
Br -3.145 2.288 -3.110
H 2.405 -6.013 0.473
H 1.925 -0.740 -1.019
C 0.477 -5.116 0.224
C -1.491 1.574 -3.729
H -0.109 -1.927 -0.677
N -0.979 0.620 -2.960
Ru -2.937 -0.155 -1.290
C -5.941 0.998 -0.721
C -3.266 2.903 0.705
C 0.763 0.360 -4.572
C -1.861 3.365 0.832
O -7.846 3.044 0.893
C 0.467 -2.808 -0.414
N -4.290 3.563 1.280
H -1.394 2.946 1.724
H 2.712 -0.519 4.204
H 1.657 -0.160 -4.878
N -3.718 1.898 -0.014
C 1.863 -5.111 0.235
H 5.680 -1.641 2.017
O -6.699 4.413 2.225
H 1.548 1.260 -6.731
C 2.300 0.877 1.271
H 4.273 -0.286 -0.214
C 2.624 -1.536 -0.784
H 3.076 1.180 3.947
H 5.664 -1.279 3.729
C -0.222 -3.968 -0.107
Te -5.934 -2.646 -0.458
Te -5.642 -2.352 -3.114
O 0.774 1.792 -6.508
H -4.258 4.369 1.888
N 0.072 0.472 2.109
C -5.462 2.976 0.890
H 5.866 1.092 2.946
H -1.843 4.451 0.909
H 4.244 0.162 4.761
H 2.490 -2.193 2.272
Te -3.098 -1.671 -3.543
H 0.503 -0.774 -2.769
O 2.075 -1.348 2.069
N -1.072 0.415 0.206
Te -3.576 -2.011 0.612
C 0.131 0.026 -3.394
H 3.185 -1.766 -1.696
H 4.566 1.888 2.075
C 0.193 0.683 -0.052
C 0.228 1.385 -5.354
H 0.591 0.908 -1.021
O -5.332 0.126 -1.396
H 4.419 -2.318 3.061
C 5.028 -1.440 2.862
C 3.506 0.182 3.964
C -5.084 1.934 0.069
H -1.303 -3.980 -0.128
O -7.172 1.115 -0.660
C -6.743 3.533 1.393
H -1.382 2.799 -5.500
H 2.413 1.542 2.126
C 1.857 -2.774 -0.396
H -1.983 0.098 2.115
H 2.710 1.351 0.378
*
```

***

ii:
Formula: C27H31BrClN6O6RuTe4
Source: the Open Molecules 2025 dataset
Level of theory: ωB97M-V with the def2-TZVPD basis set

Computed properties:
LUMO level (spin up / spin down), eV: -1.02 / -1.15
Expectation value of S²: 0.77
Kohn-Sham gap (spin up / spin down), hartree: 0.20796 / 0.20085

Structure (ORCA input):
```
! wB97M-V def2-TZVPD RIJCOSX def2/J DEFGRID3
* xyz 0 2
H -7.211 -4.583 -1.151
H -1.138 -2.164 -4.550
H 1.654 -4.308 0.612
Ru 0.191 0.030 0.116
H -2.649 5.402 2.865
H 1.680 -4.438 -2.201
H -6.051 -4.256 2.379
C -5.933 -2.146 -1.421
H -9.114 -3.196 0.880
O -1.313 0.046 -1.734
H -0.798 2.838 4.427
C -6.978 -3.314 0.619
C -5.357 0.349 -1.574
C -6.967 2.128 -1.224
H -8.355 -1.618 0.814
H -6.070 -5.224 0.040
Te 3.169 2.436 1.736
H -2.165 -2.072 -0.883
C -5.964 2.916 -0.690
H -6.433 -0.606 0.475
H -5.757 -3.081 -1.959
C -6.828 -3.531 2.132
H 1.811 -2.644 1.186
H -5.148 -1.109 -3.108
C -1.760 3.713 1.315
Te 2.060 3.767 -0.443
C -0.007 -1.794 -2.252
Te 1.064 1.690 -1.861
C -4.365 1.174 -1.056
N -3.386 -2.256 0.832
H -6.595 -2.598 2.644
Cl -6.338 4.518 -0.113
N -0.456 1.690 1.276
H -3.340 0.822 -1.014
C 2.012 -3.311 0.351
H -1.955 -0.484 2.961
O 0.685 -4.624 -4.446
C -6.653 0.851 -1.668
N -3.346 -1.775 2.092
H -4.568 -3.883 1.158
C -5.034 -1.057 -2.021
C -1.163 2.660 0.663
C -1.044 -0.797 -2.637
H -7.796 -5.290 0.349
C -8.329 -2.623 0.386
C -4.451 -3.131 0.384
C -2.349 -1.812 0.141
C -4.663 2.453 -0.615
N 0.569 -1.734 -0.997
O -2.160 4.791 3.430
H -7.761 -3.926 2.536
C -0.366 1.792 2.606
C 0.124 -3.584 -4.192
H 3.090 -3.364 0.197
H -6.966 -1.873 -1.637
H -7.442 0.244 -2.099
C -1.624 3.803 2.692
C 0.413 -2.924 -2.888
C 1.310 -2.827 -0.866
H -2.306 4.456 0.749
N -1.608 -1.014 0.899
Te 2.781 0.010 0.730
H -7.976 2.510 -1.299
H -1.262 2.552 -0.409
H -4.091 -3.629 -0.516
H -3.888 3.088 -0.211
C -0.910 2.814 3.355
O -5.757 -1.201 0.816
H -8.594 -2.561 -0.668
O -1.602 -0.911 -3.738
Br 0.502 0.426 3.555
H -3.977 -1.254 -1.837
O -0.749 -2.997 -4.977
C -2.274 -1.027 2.091
C -5.800 -2.417 0.089
C -7.006 -4.675 -0.084
N 1.248 -3.547 -2.003
*
```

***

Going by the energies, ii is most stable and the next is 0.1090 hartree up.